7 unconnected molecules or ions with the total composition C6H27NO7 in a non-equilibrium geometry. Source: the OMol25 dataset; level of theory: wB97M-V/def2-TZVPD.

Last column: Mulliken charge in e.
CARTESIAN COORDINATES (ANGSTROEM)
1 O 1.378 -0.770 3.566  -0.68
2 O -2.478 -2.007 2.066  -0.71
3 O -3.504 -0.088 0.410  -0.78
4 O 3.214 2.259 -2.624  -0.69
5 O 0.278 -2.069 -2.170  -0.59
6 O 1.064 -3.718 -0.086  -0.67
7 O 0.071 -2.765 2.340  -0.82
8 N -0.407 1.396 -1.059  0.28
9 C 0.405 0.280 -1.595  0.10
10 C -0.086 2.662 -1.735  -1.09
11 C -1.408 2.482 0.943  -1.54
12 C -0.328 1.560 0.391  -0.59
13 C 1.686 -0.040 -0.826  -1.61
14 C -0.484 -0.991 -1.661  -0.69
15 H -1.217 3.536 0.688  0.40
16 H 1.932 -4.055 0.159  0.30
17 H 0.666 1.936 0.691  0.39
18 H 0.496 -2.013 2.805  0.40
19 H 0.661 0.522 -2.637  0.76
20 H -2.680 0.447 0.307  0.32
21 H -2.815 -1.318 1.446  0.37
22 H -0.876 -2.536 2.160  0.43
23 H 1.660 -1.080 4.432  0.30
24 H -2.884 -1.829 2.918  0.30
25 H -0.209 2.513 -2.813  0.40
26 H -2.396 2.218 0.579  0.47
27 H -0.471 0.592 0.895  0.42
28 H -0.925 -1.254 -0.685  0.16
29 H 0.711 -3.338 0.762  0.42
30 H -1.241 -0.846 -2.443  0.26
31 H 0.939 3.024 -1.536  0.38
32 H -3.716 -0.410 -0.475  0.33
33 H 1.463 -0.487 0.146  0.23
34 H 3.820 1.645 -3.051  0.30
35 H 2.173 -0.520 3.078  0.33
36 H 2.338 -0.731 -1.385  0.38
37 H 2.329 0.827 -0.622  0.56
38 H -0.783 3.438 -1.457  0.34
39 H 0.628 -2.662 -1.458  0.45
40 H -1.406 2.430 2.032  0.40
41 H 2.403 1.761 -2.495  0.28

## Properties
Charge: 0
Kohn-Sham gap: 0.328 Ha
2S+1: 1
Energy relative to the best compared isomer or geometry (same formula, charge and spin): 19.01 kcal/mol
SMILES: CCN(C)[C@@H](C)CO.O.O.O.O.O.O
HOMO energy: -0.32000 hartree


7 unconnected molecules or ions with the total composition C6H28N2O6 in a non-equilibrium geometry. Source: the OMol25 dataset; level of theory: wB97M-V/def2-TZVPD.

Last column: Mulliken charge in e.
CARTESIAN COORDINATES (ANGSTROEM)
1 O 4.656 0.177 -1.217  -0.64
2 O 2.109 1.606 -1.603  -0.73
3 O -1.318 -0.445 4.597  -0.66
4 O 3.624 -1.553 1.163  -0.60
5 O -4.063 1.406 -0.233  -0.62
6 O 1.377 -2.428 -0.318  -0.65
7 N 0.113 0.726 0.322  0.44
8 N 1.421 2.009 1.932  -0.56
9 C -1.188 0.753 -0.178  0.27
10 C -1.629 2.127 -0.808  -1.44
11 C -1.346 -2.802 -1.645  -1.39
12 C -1.892 -1.675 -0.675  -0.45
13 C 0.268 1.147 1.774  -0.58
14 C -1.385 -0.317 -1.228  -1.06
15 H -0.542 -0.532 -1.873  0.38
16 H 2.234 1.672 1.477  0.24
17 H -2.232 0.048 -1.864  0.34
18 H 0.391 0.126 2.307  0.03
19 H -0.466 0.000 4.651  0.35
20 H 4.374 -2.186 1.171  0.30
21 H -1.427 -0.260 3.663  0.34
22 H 5.192 0.296 -0.404  0.32
23 H -2.128 2.677 -0.019  0.33
24 H 3.440 -1.710 0.218  0.31
25 H -3.954 0.403 -0.264  0.31
26 H 1.410 -1.471 -0.348  0.22
27 H 1.447 -2.490 0.638  0.38
28 H -0.886 2.854 -1.237  0.30
29 H -2.207 2.029 -1.779  0.39
30 H -2.963 -1.692 -0.902  0.31
31 H 1.143 2.930 1.742  0.23
32 H 1.362 1.336 -2.111  0.33
33 H -4.590 1.459 -1.035  0.31
34 H -1.795 0.319 0.663  0.37
35 H -1.768 -1.695 0.404  0.35
36 H -2.062 -3.646 -1.605  0.40
37 H 0.904 0.911 -0.247  -0.05
38 H -0.640 1.671 1.997  0.52
39 H 2.552 0.785 -1.443  0.39
40 H 4.578 1.064 -1.523  0.31
41 H -1.776 -2.501 -2.604  0.40
42 H -0.340 -3.126 -1.554  0.27

## Properties
Charge: 0
Kohn-Sham gap: 0.311 Ha
2S+1: 1
Energy relative to the best compared isomer or geometry (same formula, charge and spin): 95.63 kcal/mol
SMILES: CCC[C@H](C)NCN.O.O.O.O.O.O
HOMO energy: -0.30075 hartree


A molecular structure, C6H28O12 in a non-equilibrium geometry. Source: the OMol25 dataset; level of theory: wB97M-V/def2-TZVPD.

Last column: Mulliken charge in e.
CARTESIAN COORDINATES (ANGSTROEM)
1 O 30.781 19.601 -12.724  -0.51
2 O 25.757 20.938 -15.057  -0.51
3 O 23.913 20.095 -14.079  -0.59
4 O 25.782 19.037 -11.222  -0.73
5 O 24.958 22.057 -13.299  -0.34
6 O 27.579 18.094 -15.023  -0.45
7 O 27.165 21.245 -12.028  -0.68
8 O 28.364 18.718 -11.015  -0.60
9 O 27.506 18.215 -12.938  -0.63
10 O 30.244 22.096 -12.362  -0.61
11 O 29.159 20.582 -10.784  -0.73
12 O 28.438 23.037 -11.654  -0.66
13 C 27.932 19.263 -15.636  -0.32
14 C 26.516 22.783 -16.203  -1.94
15 C 24.778 20.945 -14.183  0.64
16 C 27.885 20.727 -13.085  1.52
17 C 26.050 22.903 -13.668  0.74
18 C 26.555 22.112 -14.870  0.98
19 H 28.502 21.557 -13.428  1.29
20 H 28.567 19.862 -14.985  0.07
21 H 27.035 19.864 -15.782  0.06
22 H 28.386 23.695 -12.348  0.31
23 H 27.638 21.995 -14.827  0.16
24 H 27.836 23.352 -10.980  0.35
25 H 29.398 22.451 -12.089  0.38
26 H 25.535 23.139 -16.520  0.43
27 H 30.698 22.837 -12.762  0.21
28 H 26.821 17.605 -12.664  0.31
29 H 27.228 23.604 -16.278  0.41
30 H 28.394 17.762 -10.972  0.30
31 H 26.311 19.273 -11.984  0.22
32 H 27.228 20.363 -13.874  -1.01
33 H 28.725 19.731 -10.847  0.67
34 H 27.298 18.415 -13.851  0.48
35 H 28.985 20.874 -9.889  0.14
36 H 27.787 17.444 -15.698  0.37
37 H 31.617 19.379 -13.134  0.28
38 H 26.409 18.674 -10.597  0.41
39 H 27.753 21.670 -11.400  0.40
40 H 26.928 22.175 -17.009  0.34
41 H 28.301 18.990 -16.625  0.52
42 H 28.531 19.899 -12.792  -1.24
43 H 30.120 19.255 -13.323  0.11
44 H 26.777 22.903 -12.856  -0.47
45 H 25.637 23.895 -13.848  0.39
46 H 28.124 18.910 -11.922  -0.48

## Properties
Charge: 0
Kohn-Sham gap: 0.321 Ha
2S+1: 1
Energy relative to the best compared isomer or geometry (same formula, charge and spin): 324.18 kcal/mol
HOMO energy: -0.31940 hartree